Record 1
{"formula": "C30H44N6O6PS3Y", "method": "the ωB97M-V functional and the def2-TZVPD basis", "symbols": ["Y", "S", "S", "S", "P", "O", "O", "O", "O", "O", "O", "N", "N", "N", "N", "N", "N", "C", "C", "C", "C", "C", "C", "C", "C", "C", "C", "C", "C", "C", "C", "C", "C", "C", "C", "C", "C", "C", "C", "C", "C", "C", "C", "C", "C", "C", "C", "H", "H", "H", "H", "H", "H", "H", "H", "H", "H", "H", "H", "H", "H", "H", "H", "H", "H", "H", "H", "H", "H", "H", "H", "H", "H", "H", "H", "H", "H", "H", "H", "H", "H", "H", "H", "H", "H", "H", "H", "H", "H", "H", "H"], "xyz": [[-0.0888, -0.0202, 0.4677], [-3.3137, -2.7998, -1.1611], [-2.1193, -1.6180, 1.3912], [-4.2979, 5.4188, 1.4079], [0.9933, 2.9828, -1.2631], [1.9419, -0.1641, 0.8367], [-3.3034, 6.2282, 0.7080], [0.0535, -0.0046, 2.9195], [-5.6620, 5.6326, 0.9732], [0.4491, 1.9725, -0.2837], [-4.0893, 5.3375, 2.8418], [-1.9915, 0.5018, -1.1111], [-0.1025, 4.1265, -1.6176], [-0.7732, -2.6700, -0.7300], [2.2909, 3.7196, -0.5966], [1.3455, 2.2016, -2.6798], [0.3817, -2.1687, -0.0855], [0.6685, -4.3873, 0.8666], [2.7135, -1.1275, 1.3102], [-0.4526, 4.6181, -2.9405], [-0.5547, 5.0045, -0.5212], [-4.3352, 3.3489, -0.4304], [-2.9511, -5.7138, -0.1258], [3.2804, 2.9295, 0.1287], [-2.3260, 1.9641, 0.8458], [-2.6607, -7.0092, 0.2921], [-4.7454, -5.6188, 1.4563], [-1.8970, -2.3975, -0.1531], [1.0956, -2.9701, 0.6290], [-4.4590, -6.9076, 1.8729], [3.2610, -3.4480, 1.7286], [0.8046, 0.9517, 3.7019], [-0.1030, 1.9259, 4.4136], [2.7710, 5.0112, -1.0677], [-3.7672, 2.2365, -1.0377], [-3.4088, -7.6094, 1.2912], [3.9191, -0.7807, 1.9367], [4.4564, -3.0944, 2.3157], [4.7763, -1.7417, 2.4271], [1.5253, 0.7529, -2.7489], [-4.3667, -3.5941, 0.0655], [-3.9918, -5.0054, 0.4562], [-2.9003, 3.0540, 1.4713], [2.3652, -2.4945, 1.2215], [-2.7241, 1.5671, -0.4198], [2.2184, 2.9016, -3.6205], [-3.8795, 3.7813, 0.8096], [1.4397, 0.3997, 4.3957], [0.8588, -4.6634, 1.9017], [3.0940, 5.6141, -0.2169], [-2.6323, -0.2728, -1.2865], [-0.7351, 1.4174, 5.1444], [-1.8447, -7.5489, -0.1728], [-4.3735, -2.9498, 0.9452], [0.1130, 5.5200, -3.2025], [0.4900, 2.6693, 4.9475], [-2.3668, -5.2579, -0.9163], [-0.6097, -0.4469, 3.4612], [5.1289, -3.8547, 2.6876], [-5.0545, -7.3660, 2.6519], [-0.2853, 3.8539, -3.6954], [1.2337, -5.0670, 0.2234], [2.1083, 3.9807, -3.5318], [-2.5744, 3.3972, 2.4450], [1.0232, 0.2445, -1.9314], [-3.1812, -8.6168, 1.6148], [-0.1303, 6.0069, -0.6273], [3.2705, 2.6468, -3.4529], [3.6191, 4.9024, -1.7509], [-5.1193, 3.9125, -0.9198], [-0.7497, 2.4516, 3.7101], [-4.1096, 1.9061, -2.0130], [1.9559, 2.6264, -4.6436], [-1.7262, 0.8580, -2.0261], [1.4512, 1.4550, 2.9845], [4.1825, 2.7821, -0.4751], [2.8709, 1.9557, 0.3952], [3.5664, 3.4516, 1.0449], [-1.5126, 4.8752, -2.9426], [3.0139, -4.4974, 1.6457], [-1.6415, 5.0904, -0.5224], [5.7020, -1.4412, 2.9024], [2.5827, 0.4778, -2.6930], [1.1143, 0.3689, -3.6841], [-0.3851, -4.5193, 0.6532], [-0.2540, 4.5985, 0.4423], [-5.5638, -5.0747, 1.9151], [-5.3714, -3.5671, -0.3607], [4.1579, 0.2732, 2.0121], [-1.5265, 1.4634, 1.3691], [1.9768, 5.5532, -1.5760]], "mulliken_charge": [0.372, -0.192, -0.677, 1.286, -1.505, 0.219, -0.676, -0.212, -0.703, 0.556, -0.703, -0.138, 0.848, -1.077, 0.876, 0.395, 0.248, -1.637, 0.384, -1.051, -1.148, -0.678, -0.204, -0.694, 1.536, -0.649, -0.660, 0.278, 1.594, -0.478, -0.859, -0.150, -1.139, -0.990, -0.624, -0.435, -0.741, -1.045, -0.595, -0.385, -1.051, 0.676, -1.483, 0.204, -0.067, -1.100, -0.281, 0.447, 0.450, 0.355, 0.104, 0.398, 0.397, 0.407, 0.286, 0.412, 0.464, 0.179, 0.400, 0.384, 0.319, 0.412, 0.349, 0.555, 0.000, 0.380, 0.333, 0.293, 0.288, 0.468, 0.158, 0.488, 0.347, 0.358, 0.068, 0.318, -0.206, 0.386, 0.343, 0.429, 0.320, 0.459, 0.312, 0.348, 0.073, 0.335, 0.401, 0.607, 0.363, 0.298, 0.268], "multiplicity": 1, "homo_ev": -7.8, "homo_lumo_gap_ev": 7.46, "total_energy_ev": -95892.99252}


Record 2
{"formula": "C60H148N6O17", "method": "the ωB97M-V functional and the def2-TZVPD basis", "symbols": ["O", "O", "O", "O", "O", "O", "O", "O", "O", "O", "O", "O", "O", "O", "O", "O", "O", "N", "N", "N", "N", "N", "N", "C", "C", "C", "C", "C", "C", "C", "C", "C", "C", "C", "C", "C", "C", "C", "C", "C", "C", "C", "C", "C", "C", "C", "C", "C", "C", "C", "C", "C", "C", "C", "C", "C", "C", "C", "C", "C", "C", "C", "C", "C", "C", "C", "C", "C", "C", "C", "C", "C", "C", "C", "C", "C", "C", "C", "C", "C", "C", "C", "C", "H", "H", "H", "H", "H", "H", "H", "H", "H", "H", "H", "H", "H", "H", "H", "H", "H", "H", "H", "H", "H", "H", "H", "H", "H", "H", "H", "H", "H", "H", "H", "H", "H", "H", "H", "H", "H", "H", "H", "H", "H", "H", "H", "H", "H", "H", "H", "H", "H", "H", "H", "H", "H", "H", "H", "H", "H", "H", "H", "H", "H", "H", "H", "H", "H", "H", "H", "H", "H", "H", "H", "H", "H", "H", "H", "H", "H", "H", "H", "H", "H", "H", "H", "H", "H", "H", "H", "H", "H", "H", "H", "H", "H", "H", "H", "H", "H", "H", "H", "H", "H", "H", "H", "H", "H", "H", "H", "H", "H", "H", "H", "H", "H", "H", "H", "H", "H", "H", "H", "H", "H", "H", "H", "H", "H", "H", "H", "H", "H", "H", "H", "H", "H", "H", "H", "H", "H", "H", "H", "H", "H", "H", "H", "H", "H", "H", "H", "H"], "xyz": [[-12.6709, 28.2136, -12.9736], [-20.0747, 19.6710, -19.1570], [-11.1611, 19.7576, -15.3090], [-18.6682, 29.3521, -16.1338], [-9.9802, 27.0282, -15.5042], [-11.1828, 23.1838, -20.9887], [-14.9257, 25.6193, -10.0885], [-19.1893, 22.2924, -13.6274], [-13.9870, 25.3194, -17.7041], [-8.6198, 22.4471, -15.9080], [-20.0731, 26.5090, -15.7673], [-15.7084, 17.4869, -18.7221], [-13.7969, 21.9360, -20.6628], [-12.1046, 30.1661, -23.2626], [-13.1577, 18.3502, -8.7481], [-18.2795, 24.5895, -11.9948], [-16.2310, 26.4781, -20.5951], [-9.8222, 19.4998, -15.6747], [-13.2375, 18.8911, -10.0468], [-16.0002, 17.0233, -17.4143], [-12.9540, 29.4230, -22.4156], [-20.7119, 19.7125, -17.8813], [-14.3620, 24.8852, -16.3796], [-15.5162, 15.6478, -17.1869], [-14.9648, 30.6992, -22.8454], [-11.5231, 23.8710, -19.7967], [-14.7890, 29.4303, -20.7025], [-13.9610, 30.2497, -21.7332], [-15.8156, 18.0657, -16.3826], [-11.9247, 17.0135, -10.9480], [-14.1514, 20.6203, -11.5153], [-21.9199, 21.8859, -18.2613], [-20.5047, 25.6055, -14.7815], [-9.1649, 19.9503, -13.3449], [-14.2152, 19.6028, -12.6140], [-21.6916, 18.6250, -17.6822], [-7.5712, 18.8543, -14.8919], [-11.0052, 29.0564, -20.8860], [-15.9847, 16.1935, -14.7015], [-16.5505, 19.3230, -16.9016], [-12.1666, 24.1365, -15.8156], [-21.3617, 21.0572, -15.9750], [-13.6647, 22.4747, -16.8830], [-16.6443, 24.1619, -17.2956], [-10.3740, 17.4485, -17.1466], [-19.5481, 21.8162, -17.3687], [-14.3778, 16.8666, -11.0938], [-13.0228, 27.6221, -20.7431], [-18.5897, 21.0420, -13.5237], [-15.6060, 23.2734, -14.3401], [-10.2720, 19.8710, -17.9937], [-16.2487, 24.5826, -14.7729], [-13.9593, 28.4741, -19.8802], [-16.0605, 14.7863, -18.3185], [-12.1731, 28.4150, -21.6979], [-7.3348, 18.1731, -16.2301], [-22.4880, 20.0405, -15.7052], [-16.4824, 17.5995, -15.1053], [-14.3609, 18.5095, -16.1613], [-14.1023, 23.3693, -14.5141], [-16.2405, 26.4182, -16.3825], [-20.9048, 21.1166, -17.4575], [-13.1898, 17.8710, -11.0664], [-13.9640, 21.0437, -9.1077], [-20.9474, 17.3132, -17.8319], [-22.8839, 18.6851, -18.6566], [-13.1370, 18.5528, -12.4405], [-15.8358, 24.9284, -16.2480], [-13.6360, 23.6526, -15.9398], [-11.5766, 27.4661, -22.7438], [-8.1858, 18.8094, -17.3083], [-14.2414, 19.9612, -10.1297], [-13.3658, 31.5044, -21.0351], [-15.6954, 19.5195, -9.7852], [-16.1421, 15.1898, -15.8570], [-14.7831, 24.6255, -11.0853], [-9.6999, 18.8523, -16.9869], [-9.0736, 18.9734, -14.5381], [-14.0010, 15.4088, -17.0806], [-22.1282, 18.6861, -16.2097], [-8.9972, 26.0946, -15.9389], [-9.4255, 17.5481, -14.0388], [-13.1892, 27.0267, -13.5725], [-14.2329, 26.7841, -13.3626], [-12.9216, 21.3724, -9.2207], [-16.3534, 24.6020, -18.2534], [-17.5482, 21.1416, -13.1908], [-11.2500, 26.5115, -22.3282], [-11.1390, 17.3556, -16.3736], [-12.6564, 26.1962, -13.0860], [-20.8454, 26.0452, -13.8363], [-21.6879, 21.7879, -19.3218], [-15.9875, 26.7344, -21.4920], [-22.9220, 21.4911, -18.0698], [-7.1848, 19.8741, -14.9837], [-15.2919, 23.6730, -10.8841], [-7.7902, 19.8054, -17.5381], [-12.6288, 32.0859, -21.5836], [-9.0828, 16.7509, -14.7022], [-13.7633, 24.2538, -10.9522], [-11.2956, 23.3360, -18.8706], [-18.6276, 20.4237, -14.4239], [-14.8977, 16.1473, -14.5398], [-15.9882, 26.8719, -17.3455], [-16.3986, 15.8177, -13.7667], [-15.9179, 13.7073, -18.2459], [-22.6770, 19.9828, -14.6308], [-15.6968, 28.9877, -21.1162], [-13.0672, 17.8265, -13.2524], [-13.7833, 17.7720, -15.6043], [-12.6027, 24.0428, -19.7684], [-21.3562, 18.2299, -15.5756], [-9.0821, 17.3377, -13.0291], [-12.0582, 28.5988, -13.6009], [-19.2058, 22.0808, -18.3763], [-12.7001, 30.5154, -23.9371], [-16.5837, 17.4679, -19.1223], [-15.3516, 17.3281, -11.2200], [-18.1572, 24.8956, -11.0902], [-18.8487, 21.1039, -16.9366], [-8.0160, 18.3036, -18.2651], [-16.2479, 18.8110, -10.4044], [-15.9704, 30.8493, -22.4492], [-7.5812, 17.1078, -16.2590], [-14.9415, 21.3742, -11.5878], [-20.7515, 27.1977, -15.7300], [-21.4356, 16.4320, -17.4122], [-9.4016, 25.0874, -16.0704], [-22.0492, 22.9066, -17.8944], [-14.4551, 21.9980, -9.3105], [-11.0325, 17.6341, -11.0510], [-13.7417, 26.2099, -17.4255], [-15.7461, 14.2199, -15.5549], [-12.9802, 27.1117, -14.6388], [-15.8486, 25.8603, -9.9782], [-15.5709, 14.9963, -19.2765], [-15.0129, 24.9921, -12.0830], [-13.5061, 16.1914, -16.4991], [-16.2460, 20.2350, -16.3845], [-21.7710, 22.0220, -15.6565], [-10.5089, 17.3513, -14.0510], [-23.4049, 20.4164, -16.1698], [-20.5291, 17.0811, -18.8160], [-8.8435, 19.4726, -12.4232], [-18.7475, 22.9765, -13.1154], [-16.0258, 25.3968, -14.0806], [-14.1472, 20.0739, -13.5994], [-14.1790, 20.7277, -8.0890], [-18.0927, 25.3627, -12.5430], [-8.0123, 21.7580, -15.6218], [-13.2519, 21.2393, -11.6123], [-12.8816, 31.1665, -20.1157], [-17.7089, 24.3739, -17.1931], [-10.3481, 29.6878, -21.4820], [-12.3580, 27.2306, -19.9668], [-14.5436, 21.8903, -20.0549], [-11.3582, 19.7682, -17.9370], [-17.2224, 15.0526, -15.9912], [-12.3983, 18.7893, -8.3495], [-15.2139, 19.1503, -12.6246], [-12.3224, 27.3227, -23.5255], [-13.0342, 21.6030, -16.7066], [-14.4074, 16.2948, -10.1611], [-8.5327, 20.8233, -13.5319], [-19.1845, 19.4060, -18.9001], [-14.5049, 31.5865, -23.2808], [-14.1670, 32.1547, -20.6781], [-22.6174, 18.0207, -19.4832], [-19.1326, 28.5680, -15.8247], [-19.9967, 17.3094, -17.2769], [-14.5113, 27.9444, -19.1021], [-10.1566, 20.3933, -13.2486], [-16.2112, 18.2421, -14.2654], [-10.1215, 26.8691, -14.5671], [-11.7476, 24.3452, -16.8048], [-15.9768, 22.4627, -14.9885], [-6.9888, 18.2604, -14.1868], [-15.1660, 29.9268, -23.5911], [-12.0477, 25.1539, -15.4342], [-13.2432, 28.9886, -19.2238], [-21.2074, 24.8020, -15.0371], [-11.6997, 22.3698, -21.0261], [-19.0234, 20.3756, -12.7609], [-22.8991, 17.9205, -16.0592], [-15.7093, 25.6868, -20.4179], [-11.6358, 23.3980, -15.2157], [-10.3756, 28.2816, -20.4389], [-15.8912, 22.7568, -13.4174], [-14.2218, 16.1034, -11.8581], [-17.3134, 26.4556, -16.1828], [-20.5453, 20.9344, -15.2622], [-19.6319, 25.0169, -14.4647], [-16.4914, 23.0856, -17.3611], [-12.1936, 19.1137, -12.5115], [-11.0917, 24.8613, -19.6533], [-14.3767, 19.4763, -15.6643], [-16.3366, 20.4042, -9.7232], [-13.5250, 26.7667, -21.2020], [-23.0319, 19.6911, -19.0394], [-13.8042, 22.3188, -14.3839], [-17.3352, 24.4529, -14.7509], [-9.9168, 20.8778, -17.7902], [-10.7817, 17.3772, -18.1502], [-11.8885, 16.4227, -10.0339], [-23.8675, 18.3143, -18.3610], [-9.2797, 22.4891, -15.2075], [-17.5687, 17.5001, -15.1317], [-8.1471, 26.1378, -15.2563], [-19.6852, 22.7855, -16.8915], [-15.2510, 30.1556, -20.0212], [-14.6746, 22.0428, -16.8043], [-13.6099, 22.7977, -17.9226], [-13.8718, 18.5798, -17.1356], [-6.2842, 18.3002, -16.5010], [-18.3870, 29.1253, -17.0270], [-11.3782, 29.6214, -20.0315], [-8.6184, 26.3322, -16.9340], [-17.1049, 15.0176, -18.5429], [-13.9337, 22.7534, -21.1574], [-15.7734, 27.1531, -15.7186], [-13.6215, 23.9556, -13.7329], [-9.9566, 19.6198, -19.0088], [-17.6189, 19.1952, -16.6772], [-16.5749, 19.5573, -17.9644], [-15.8049, 19.0629, -8.7969], [-11.9368, 16.3026, -11.7765], [-13.4502, 15.4293, -18.0223], [-13.6929, 14.5405, -16.4945], [-10.6768, 27.8930, -23.1898], [-11.4886, 18.8754, -15.0499], [-9.6420, 16.6704, -16.9349]], "mulliken_charge": [-0.617, -0.609, 1.840, -0.624, -0.465, -0.597, -0.563, -0.387, 0.147, -0.641, -0.502, -0.555, -0.617, -0.518, -0.556, -0.589, -0.625, -0.428, 0.452, 0.870, 0.321, 1.079, 0.899, 1.579, -1.936, 0.152, -1.655, 1.716, 2.248, -1.864, -0.612, -2.240, -0.396, -1.294, 0.983, 1.696, -0.979, -1.887, -0.048, -1.056, -2.268, 0.094, 0.155, -0.813, -1.367, -1.273, -1.783, -0.666, 0.672, 0.603, -2.102, -0.646, 0.853, -2.084, 1.646, -0.660, -1.081, -0.519, -0.128, 0.297, -2.240, 1.507, 1.553, -2.119, -1.829, -1.638, 0.242, 1.966, 3.159, -1.852, -1.514, 2.012, -1.796, -1.852, -1.638, -0.277, 2.136, 0.955, -1.116, -1.324, -0.358, -1.289, 0.045, 0.101, 0.473, -0.109, -0.420, 0.347, -0.139, 0.061, 0.388, 0.414, 0.321, 0.471, 0.343, 0.222, 0.442, 0.333, 0.236, 0.252, -0.170, -0.264, -0.364, 0.038, 0.706, 0.419, 0.488, 0.286, 0.132, -1.323, -0.040, 0.362, 0.589, 0.354, 0.593, 0.387, 0.350, 0.190, 0.248, -0.205, 0.425, 0.231, 0.431, 0.400, -0.419, 0.300, 0.382, 0.007, 0.375, 0.326, 0.322, 0.135, 0.521, 0.108, 0.310, 0.370, 0.000, 0.024, -0.509, 0.129, -0.124, 0.331, 0.456, 0.399, 0.228, 0.205, -0.819, 0.465, 0.254, 0.260, 0.541, 0.365, 0.322, 0.386, 0.101, 0.232, 0.162, 0.345, 0.341, -0.336, 0.467, -0.283, 0.434, 0.300, 0.343, 0.524, 0.484, 0.402, 0.352, 0.110, -1.016, 0.007, -0.184, 0.265, 0.196, -0.786, 0.345, 0.376, 0.095, 0.534, 0.179, 0.341, 0.304, 0.513, 0.229, 0.279, 0.483, 0.225, 0.410, 0.442, -0.501, 0.041, -0.191, -0.639, 0.299, -0.676, 0.447, 0.213, 0.351, -0.822, -0.187, 0.334, 0.542, 0.469, 0.291, 0.276, 0.377, 0.323, 0.290, 0.460, -0.697, -0.304, 0.821, 0.444, 0.315, 0.397, 0.240, 0.344, 0.318, 0.243, -0.032, 0.546, -0.048, 0.565, 0.420, 0.336, 0.374, 0.286, 0.364, -0.576, 0.299], "multiplicity": 1, "homo_ev": -7.9, "homo_lumo_gap_ev": 7.77, "e_above_lowest_kcal_mol": 0.00, "total_energy_ev": -108356.91571}